No. 1
Density functional theory data (ωB97M-V/def2-TZVPD) for a cluster of 3 separate species, C15H23Br2N4O6 in total at a distorted geometry.

CARTESIAN COORDINATES (ANGSTROEM)
C 6.670 0.768 -0.420
C 5.788 1.295 -1.093
N 4.495 1.495 -1.718
C 3.465 2.030 -1.038
N 3.423 2.500 0.303
C 2.050 2.895 0.427
N 1.397 2.673 -0.783
C 0.011 2.876 -1.218
Br -0.475 4.559 -2.114
C -0.909 1.840 -0.984
C -2.418 1.954 -1.453
Br -0.437 0.145 -0.051
N 2.219 2.148 -1.730
H 7.430 0.216 0.208
H 4.400 1.164 -2.680
H 1.556 3.322 1.341
H -3.064 1.605 -0.579
H -2.647 1.330 -2.375
H -2.731 3.021 -1.691
H 1.974 1.885 -2.693
C -6.982 0.713 4.431
C -6.501 1.951 3.698
O -5.087 2.129 3.864
C -4.315 1.366 3.084
O -4.696 0.569 2.262
O -3.031 1.626 3.386
C -2.098 0.814 2.679
H -6.672 0.743 5.479
H -8.070 0.635 4.385
H -6.554 -0.193 3.998
H -6.980 2.834 4.124
H -6.767 1.920 2.639
H -2.273 0.857 1.607
H -2.154 -0.216 3.037
H -1.097 1.198 2.881
C 3.061 -6.119 -1.782
C 2.458 -5.378 -2.959
O 1.821 -4.165 -2.532
C 2.640 -3.135 -2.303
O 3.837 -3.131 -2.433
O 1.894 -2.096 -1.877
C 2.657 -0.952 -1.518
H 2.311 -6.278 -1.003
H 3.458 -7.086 -2.096
H 3.873 -5.546 -1.330
H 1.682 -5.994 -3.417
H 3.204 -5.174 -3.731
H 3.333 -0.657 -2.323
H 3.217 -1.150 -0.600
H 1.964 -0.130 -1.331

Its net charge is +1. As for the spin multiplicity: 1. For the LUMO energy, the calculation gives -3.990 eV. The electronic energy is -6403.45098 a.u. The molar mass comes out at 515.18 u. As for the HOMO-LUMO gap: 0.325 Ha.

Löwdin population analysis, charges in e, atoms 1 to 4: 0.145, -0.101, 0.083, -0.280

No. 2
Density functional theory data (ωB97M-V/def2-TZVPD) for the ion C5H10NOS with charge -1.

CARTESIAN COORDINATES (ANGSTROEM)
C -0.484 -0.791 1.608
N -0.825 -1.331 0.302
C -1.416 -2.646 0.242
C -0.208 -0.876 -0.853
O -0.560 -1.328 -1.937
C 0.825 0.202 -0.701
C 0.250 1.620 -0.484
S 1.218 2.568 0.751
H -0.722 -1.528 2.370
H 0.570 -0.534 1.718
H -1.032 0.118 1.860
H -1.086 -3.159 -0.661
H -2.489 -2.611 0.262
H -1.103 -3.298 1.066
H 1.469 -0.054 0.130
H 1.471 0.199 -1.580
H 0.287 2.162 -1.425
H -0.775 1.527 -0.118

Its net charge is -1. As for the spin multiplicity: 1. For the LUMO energy, the calculation gives 3.407 eV. The electronic energy is -724.73262 a.u. The molar mass comes out at 132.21 u. Its energy above the lowest of the compared OMol25 structures with the same formula, charge and spin is 13.1 kcal/mol. As for the HOMO-LUMO gap: 0.219 Ha. Its SMILES is CN(C)C(=O)CC[S-].

Löwdin population analysis, charges in e, atoms 1 to 4: -0.064, -0.143, -0.077, -0.473

No. 3
Density functional theory data (ωB97M-V/def2-TZVPD) for an isolated molecule of C3H6N2O2 at a distorted geometry.

CARTESIAN COORDINATES (ANGSTROEM)
C 0.532 -1.819 -0.639
C -0.029 -0.552 -0.137
N -0.283 0.535 -0.716
C -0.939 1.370 0.262
O 0.205 2.570 0.738
N -1.117 0.572 1.484
O -0.543 -0.671 1.160
H 1.626 -1.705 -1.012
H -0.035 -2.282 -1.518
H 0.406 -2.556 0.127
H -1.750 1.977 -0.083
H -0.414 3.369 0.794
H -0.458 0.883 2.172

Its net charge is 0. As for the spin multiplicity: 1. For the LUMO energy, the calculation gives 0.898 eV. The electronic energy is -377.80635 a.u. The molar mass comes out at 102.09 u. Its energy above the lowest of the compared OMol25 structures with the same formula, charge and spin is 96.0 kcal/mol. As for the HOMO-LUMO gap: 0.386 Ha. Its SMILES is CC1=N[C@H](O)NO1.

Löwdin population analysis, charges in e, atoms 1 to 4: -0.002, -0.399, 0.156, -0.212

No. 4
Density functional theory data (ωB97M-V/def2-TZVPD) for a cluster of 2 separate species, C17H25BF2IN3O6 in total at a distorted geometry.

CARTESIAN COORDINATES (ANGSTROEM)
C -4.370 4.626 0.178
C -3.588 3.694 -0.557
C -2.934 2.557 -1.546
C -2.610 1.119 -0.816
O -1.695 1.201 0.333
C -0.468 1.950 0.024
C -0.522 3.353 0.870
C -0.344 4.715 -0.027
O 0.448 5.681 0.501
C 0.789 1.051 0.661
O 0.645 0.849 2.119
C 0.181 -0.512 2.438
I 0.367 -0.802 4.639
B 2.223 1.728 0.211
O 2.780 2.839 1.057
N 3.046 1.353 -1.012
C 3.728 0.006 -0.814
C 2.162 1.143 -2.244
N -2.214 0.124 -1.884
C -3.453 -0.467 -2.587
O -4.311 -1.276 -1.909
F -3.770 -0.251 -4.025
C -1.494 -1.085 -1.330
O -1.821 -1.781 -0.239
F -0.320 -1.597 -2.116
H -4.908 5.333 0.962
H -1.968 3.005 -2.084
H -3.695 2.339 -2.436
H -3.653 0.735 -0.380
H -0.223 2.061 -1.115
H -1.588 3.393 1.406
H 0.262 3.408 1.767
H -0.842 4.891 -1.083
H 0.723 -0.017 0.135
H 0.829 -1.341 1.875
H -0.976 -0.633 2.183
H 3.241 3.507 0.451
H 4.882 0.182 -1.006
H 3.518 -0.420 0.281
H 3.369 -0.815 -1.601
H 2.762 0.778 -3.187
H 1.404 0.293 -1.959
H 1.502 2.100 -2.494
C -0.258 -4.621 1.754
C 0.703 -5.189 0.717
C 2.095 -5.475 1.279
C 2.791 -4.251 1.697
N 3.338 -3.284 2.034
H 0.081 -3.648 2.124
H -1.249 -4.480 1.310
H -0.360 -5.298 2.607
H 0.772 -4.496 -0.129
H 0.283 -6.126 0.330
H 2.691 -5.976 0.507
H 2.022 -6.170 2.124

Its net charge is 0. As for the spin multiplicity: 1. For the LUMO energy, the calculation gives -1.948 eV. The electronic energy is -1800.29328 a.u. The molar mass comes out at 543.11 u. As for the HOMO-LUMO gap: 0.265 Ha. Its SMILES is C#CC[C@H](O[C@@H](CC=O)[C@H](OCI)B(O)N(C)C)N(C(=O)F)C(=O)F.CCCC#N.

Löwdin population analysis, charges in e, atoms 1 to 4: 0.084, -0.081, -0.114, -0.279

No. 5
Density functional theory data (ωB97M-V/def2-TZVPD) for an isolated molecule of C12H22N2O10S4 at a distorted geometry.

CARTESIAN COORDINATES (ANGSTROEM)
O -2.209 2.445 0.185
O -3.844 0.705 5.055
O -3.860 0.093 -3.511
O 4.775 -4.333 -2.144
O 3.489 -2.376 -1.871
O 3.136 -1.805 1.705
O 1.208 0.822 -1.344
O 6.438 -0.489 -0.524
O -4.587 2.776 5.595
O -1.807 -0.138 -4.415
C -3.100 1.701 -0.041
C -4.122 1.863 4.726
C -2.645 0.134 -3.398
N -2.524 2.869 3.037
N -3.021 0.689 -0.985
S 2.564 -0.535 1.204
S 0.224 0.286 -0.384
S 5.498 -1.046 0.474
C 1.264 -1.095 0.086
C 3.960 -0.140 0.059
C -4.385 1.726 0.827
C -4.202 1.211 2.285
C -0.965 -0.438 -1.576
C 5.880 -2.111 -2.986
C 5.479 -2.749 -0.150
C -3.889 2.352 3.262
C -2.014 0.613 -2.043
S 4.832 -2.928 -1.795
H -4.565 2.399 6.512
H -2.405 -0.182 -5.172
H -1.870 2.222 3.462
H -2.318 3.022 2.034
H -3.866 0.140 -1.126
H 0.665 -1.889 0.552
H 1.697 -1.545 -0.793
H 3.656 -0.389 -0.944
H 4.151 0.899 0.043
H -5.103 1.044 0.361
H -4.745 2.785 0.866
H -5.138 0.745 2.580
H -3.482 0.374 2.326
H -0.340 -0.775 -2.408
H -1.431 -1.334 -1.147
H 5.697 -2.535 -4.011
H 6.913 -2.278 -2.689
H 5.688 -1.039 -3.056
H 6.495 -3.179 -0.070
H 4.853 -3.310 0.560
H -4.616 3.164 3.083
H -1.511 1.561 -2.299

Its net charge is 0. As for the spin multiplicity: 1. For the LUMO energy, the calculation gives 0.276 eV. The electronic energy is -2925.00489 a.u. The molar mass comes out at 482.58 u. Its energy above the lowest of the compared OMol25 structures with the same formula, charge and spin is 11.6 kcal/mol. As for the HOMO-LUMO gap: 0.347 Ha.

Löwdin population analysis, charges in e, atoms 1 to 4: 0.065, 0.071, 0.100, -0.323

No. 6
Density functional theory data (ωB97M-V/def2-TZVPD) for a structure of composition C6H11N3 at a distorted geometry.

CARTESIAN COORDINATES (ANGSTROEM)
C 2.026 -0.190 0.176
C 0.800 -0.475 -0.758
C -2.052 -0.293 -0.194
C -0.936 0.779 0.007
C -0.441 0.908 1.475
C -0.066 0.387 -1.207
H 2.513 0.418 -0.459
H 1.763 0.255 1.148
H 2.682 -1.112 0.209
H 1.426 -1.421 -1.361
H 0.178 -2.444 -0.115
H -3.067 -0.201 -0.125
H -1.509 0.778 2.262
H 0.120 1.989 1.642
H 0.502 -0.093 1.810
H -1.025 2.070 -1.700
H -0.736 -0.192 -1.832
N -0.185 -1.457 0.113
N -1.640 -1.486 -0.156
N -0.354 1.779 -0.937

Its net charge is 0. As for the spin multiplicity: 1. For the LUMO energy, the calculation gives 0.819 eV. The electronic energy is -399.15311 a.u. The molar mass comes out at 125.17 u. Its energy above the lowest of the compared OMol25 structures with the same formula, charge and spin is 214.7 kcal/mol. As for the HOMO-LUMO gap: 0.336 Ha.

Löwdin population analysis, charges in e, atoms 1 to 4: -0.061, -0.343, -0.147, -0.389

No. 7
Density functional theory data (ωB97M-V/def2-TZVPD) for the ion CH3N2O2 with charge +1 at a distorted geometry.

CARTESIAN COORDINATES (ANGSTROEM)
C 0.095 0.693 -0.538
N 0.057 0.128 0.870
N -0.109 0.343 -1.682
O -0.031 -1.040 1.476
O -0.844 -1.902 1.074
H 0.598 1.629 -0.539
H 0.748 0.595 1.516
H -0.515 -0.446 -2.177

Its net charge is +1. As for the expectation value of S²: 2.0136. As for the spin multiplicity: 3. For the LUMO energy (spin up / spin down), the calculation gives -3.963 / -9.708 eV. The electronic energy is -299.26862 a.u. The molar mass comes out at 75.05 u. Its energy above the lowest of the compared OMol25 structures with the same formula, charge and spin is 108.2 kcal/mol. As for the HOMO-LUMO gap (spin up / spin down): 0.451 / 0.231 Ha.

Löwdin population analysis, charges in e, atoms 1 to 4: -0.146, 0.125, 0.245, 0.027

No. 8
Density functional theory data (ωB97M-V/def2-TZVPD) for an isolated molecule of C5H8N2 at a distorted geometry.

CARTESIAN COORDINATES (ANGSTROEM)
H 1.715 -1.134 -1.709
N 0.708 -0.922 -1.699
C 0.329 -0.693 -0.512
C 1.181 -0.877 0.686
C -1.160 -0.539 -0.264
C -1.263 0.791 0.324
N -1.782 1.569 1.141
C -0.401 1.862 0.005
H 1.056 -0.141 1.450
H 0.916 -1.796 1.174
H 2.245 -0.932 0.559
H -1.577 -1.311 0.383
H -1.658 -0.570 -1.238
H 0.453 2.249 0.513
H -0.760 2.442 -0.812

Its net charge is 0. As for the spin multiplicity: 1. For the LUMO energy, the calculation gives 0.909 eV. The electronic energy is -304.71384 a.u. The molar mass comes out at 96.13 u. Its energy above the lowest of the compared OMol25 structures with the same formula, charge and spin is 76.3 kcal/mol. As for the HOMO-LUMO gap: 0.385 Ha. Its SMILES is [H]/N=C(\C)CC1=NC1.

Löwdin population analysis, charges in e, atoms 1 to 4: 0.062, 0.152, -0.457, -0.037